ORCA calculation (ωB97M-V/def2-TZVPD) on one molecule with the formula C2H6N2S2 in a non-equilibrium geometry.

Properties
total charge	0
largest force on an atom	4.80	eV/Å
ΔE to the lowest compared entry with this formula, charge and spin	45.7	kcal per mole
total energy	-985.61073	Ha
SMILES	[H]/N=C(/NS)SC

Last column: Mulliken charge in e.
Element x y z (Å)
H  -0.993  2.851  -0.482  0.264
N  -0.096  2.454  -0.230  -0.664
C  -0.092  1.167  -0.183  0.421
N  1.070  0.600  0.441  -0.381
S  2.074  -0.265  -0.687  -0.139
S  -1.304  0.024  -0.833  -0.016
C  -1.010  -1.281  0.300  -0.666
H  1.694  1.310  0.626  0.347
H  1.516  -1.683  -0.268  0.148
H  -1.815  -2.114  0.040  0.276
H  -0.906  -1.145  1.427  0.332
H  -0.139  -1.919  -0.151  0.079


ORCA calculation (ωB97M-V/def2-TZVPD) on C26H33CoN5O6SSe3Te as an isolated structure in a non-equilibrium geometry.

Properties
total charge	-2
largest force on an atom	2.86	eV/Å
ΔE to the lowest compared entry with this formula, charge and spin	9.5	kcal per mole
<S²>	3.793
2S+1	4
total energy	-10989.21708	Ha

Last column: Mulliken charge in e.
Element x y z (Å)
Co  0.435  0.113  -0.181  -0.923
O  -1.645  -2.566  1.743  -0.755
C  -1.025  -1.559  1.433  -0.110
N  -1.184  -0.775  0.339  1.192
C  -2.253  -0.608  -0.480  -0.360
O  -3.431  -0.805  -0.212  -0.786
C  -1.797  -0.065  -1.807  0.768
C  -2.616  -0.178  -2.919  -0.975
C  -2.112  0.136  -4.164  -0.410
C  -0.798  0.576  -4.250  -0.933
C  -0.059  0.704  -3.091  -0.431
N  -0.535  0.397  -1.888  1.312
C  0.051  -0.985  2.320  0.373
C  0.070  -1.296  3.673  -1.175
C  0.903  -0.598  4.523  -0.543
C  1.692  0.414  3.985  -0.886
C  1.656  0.628  2.620  -0.713
N  0.878  -0.058  1.790  1.805
H  -3.623  -0.543  -2.768  0.496
H  -2.717  0.012  -5.054  0.387
H  -0.343  0.817  -5.200  0.462
H  0.958  1.085  -3.133  0.491
H  -0.598  -2.076  4.014  0.531
H  0.934  -0.822  5.582  0.403
H  2.348  1.006  4.607  0.472
H  2.307  1.375  2.174  0.415
Se  2.883  0.376  -0.575  0.106
Se  4.618  0.860  -1.941  -0.636
Te  2.713  4.161  -1.579  -0.440
Se  1.522  2.200  -0.576  -0.565
C  0.677  -6.333  -3.135  -1.339
C  0.291  -5.026  -2.445  -1.318
C  1.416  -3.961  -2.350  3.075
C  2.018  -3.635  -3.729  -1.215
C  2.964  -2.437  -3.676  -0.907
C  2.494  -4.508  -1.449  -0.280
O  3.202  -5.464  -1.727  -0.734
N  2.592  -3.881  -0.251  0.134
C  2.124  -2.579  0.056  -0.010
O  2.627  -2.079  1.050  -0.723
N  1.193  -2.005  -0.744  0.929
C  0.723  -2.682  -1.827  -1.449
O  -0.237  -2.286  -2.473  -0.529
H  -0.132  -7.058  -3.026  0.420
H  1.578  -6.749  -2.689  0.296
H  0.856  -6.178  -4.200  0.278
H  -0.046  -5.248  -1.426  0.485
H  -0.543  -4.558  -2.968  0.337
H  1.196  -3.429  -4.419  0.348
H  2.568  -4.512  -4.080  0.461
H  2.441  -1.532  -3.364  -0.035
H  3.396  -2.243  -4.658  0.489
H  3.784  -2.607  -2.977  0.270
H  3.304  -4.204  0.387  0.326
C  -4.064  3.283  2.243  -1.431
C  -3.710  1.830  1.937  -0.269
C  -2.301  1.440  2.352  -1.121
S  -1.008  2.040  1.151  1.182
O  -1.740  2.612  0.004  -0.744
C  -0.554  3.507  2.223  -0.741
C  0.385  4.504  1.572  -0.154
C  0.475  5.809  2.359  -1.550
H  -5.110  3.472  1.995  0.423
H  -3.455  3.959  1.644  0.283
H  -3.910  3.506  3.303  0.294
H  -3.816  1.648  0.867  0.116
H  -4.410  1.162  2.447  0.562
H  -2.222  0.357  2.350  0.136
H  -2.030  1.805  3.344  0.782
H  -0.114  3.062  3.120  0.382
H  -1.500  3.987  2.471  0.452
H  0.045  4.713  0.555  0.366
H  1.387  4.088  1.479  0.110
H  -0.495  6.310  2.407  0.313
H  1.187  6.474  1.872  0.401
H  0.814  5.625  3.381  0.326


ORCA calculation (ωB97M-V/def2-TZVPD) on one molecule with the formula C5H8N4 in a non-equilibrium geometry.

Properties
total charge	0
largest force on an atom	5.58	eV/Å
ΔE to the lowest compared entry with this formula, charge and spin	70.6	kcal per mole
total energy	-414.21970	Ha
SMILES	C[C@H]1NNc2cn[nH]c21

Last column: Mulliken charge in e.
Element x y z (Å)
C  1.539  -0.740  -1.137  -1.688
C  0.620  -0.994  0.081  0.336
N  1.191  -0.266  1.248  -0.431
N  0.528  1.005  1.402  -0.385
C  -0.642  0.948  0.683  0.342
C  -1.829  1.530  0.322  -0.478
N  -2.491  0.807  -0.559  -0.903
N  -1.786  -0.327  -0.773  0.212
C  -0.650  -0.284  -0.139  0.059
H  1.693  0.242  -1.293  0.440
H  1.307  -1.347  -2.046  0.322
H  2.451  -0.951  -0.793  0.531
H  0.488  -2.092  0.252  0.375
H  0.975  -0.793  2.017  0.285
H  1.268  1.796  1.134  0.280
H  -2.143  2.486  0.767  0.386
H  -2.519  -1.018  -1.167  0.316


ORCA calculation (ωB97M-V/def2-TZVPD) on a 2-piece molecular cluster, C2H2F3I overall in a non-equilibrium geometry.

Properties
total charge	0
largest force on an atom	5.95	eV/Å
ΔE to the lowest compared entry with this formula, charge and spin	81.7	kcal per mole
total energy	-674.55889	Ha

Last column: Mulliken charge in e.
Element x y z (Å)
C  0.271  -0.654  1.304  -0.257
C  2.278  -1.325  0.053  0.149
F  -0.528  -0.212  0.316  -0.210
F  2.819  -2.227  0.863  -0.180
F  2.168  -1.750  -1.197  -0.172
I  3.450  0.399  0.043  0.068
H  0.938  0.096  1.790  0.270
H  -0.136  -1.366  1.883  0.332


ORCA calculation (ωB97M-V/def2-TZVPD) on C26H34N2NiO2Sb as an isolated structure.

Properties
total charge	+1
largest force on an atom	0.70	eV/Å
ΔE to the lowest compared entry with this formula, charge and spin	0.0	kcal per mole
<S²>	2.010
2S+1	3
total energy	-3019.43465	Ha

Last column: Mulliken charge in e.
Element x y z (Å)
Ni  1.376  -0.634  -1.202  0.053
C  3.932  -2.165  -0.053  -1.132
O  3.102  -0.997  -0.114  -0.424
C  3.346  0.031  0.798  0.438
C  4.263  -0.080  1.825  -0.348
C  4.423  0.992  2.694  -0.748
C  3.671  2.147  2.531  -0.933
C  2.753  2.243  1.498  -0.110
C  2.583  1.182  0.622  0.440
N  1.667  1.139  -0.464  -0.084
N  0.960  2.179  -0.639  0.276
C  0.047  2.242  -1.629  -0.300
C  -0.206  1.227  -2.598  1.239
O  0.351  0.062  -2.598  -0.737
C  -1.140  1.492  -3.649  -0.885
C  -1.819  2.658  -3.694  -0.856
C  -1.636  3.691  -2.718  0.706
C  -2.373  4.886  -2.789  -0.931
C  -2.186  5.878  -1.861  -0.552
C  -1.246  5.692  -0.838  -0.820
C  -0.516  4.530  -0.752  -0.242
C  -0.699  3.500  -1.690  0.785
H  3.756  -2.706  0.877  0.359
H  4.979  -1.880  -0.135  0.420
H  3.652  -2.782  -0.902  0.334
H  4.851  -0.976  1.960  0.470
H  5.141  0.917  3.499  0.425
H  3.801  2.978  3.211  0.434
H  2.160  3.135  1.353  0.420
H  -1.283  0.717  -4.390  0.490
H  -2.531  2.831  -4.493  0.392
H  -3.090  5.012  -3.592  0.413
H  -2.754  6.796  -1.918  0.402
H  -1.088  6.474  -0.107  0.421
H  0.208  4.402  0.039  0.392
C  -1.307  -3.359  2.615  -1.492
C  -0.090  -2.738  1.934  0.378
C  0.717  -1.881  2.911  -1.201
Sb  -0.511  -1.586  0.178  0.640
C  -1.069  -2.992  -1.358  0.523
C  -1.879  -4.204  -0.908  -1.488
C  0.209  -3.437  -2.066  -1.359
C  -2.206  -0.315  0.481  0.444
C  -3.485  -1.053  0.863  -1.324
C  -1.862  0.794  1.474  -1.293
H  -0.975  -4.039  3.404  0.453
H  -1.941  -3.925  1.936  0.307
H  -1.920  -2.593  3.092  0.296
H  0.552  -3.530  1.535  0.423
H  0.111  -1.068  3.317  0.275
H  1.604  -1.436  2.453  0.152
H  1.048  -2.490  3.755  0.463
H  -1.657  -2.383  -2.050  0.294
H  -1.297  -4.842  -0.240  0.326
H  -2.157  -4.813  -1.772  0.461
H  -2.799  -3.928  -0.395  0.290
H  0.856  -4.023  -1.408  0.327
H  0.800  -2.603  -2.473  0.200
H  -0.025  -4.058  -2.935  0.455
H  -2.325  0.117  -0.518  0.294
H  -3.439  -1.430  1.884  0.248
H  -3.711  -1.889  0.200  0.318
H  -4.328  -0.360  0.811  0.438
H  -1.770  0.398  2.488  0.315
H  -2.663  1.538  1.487  0.422
H  -0.937  1.316  1.225  0.205


ORCA calculation (ωB97M-V/def2-TZVPD) on one molecule with the formula C3H7N3S2 in a non-equilibrium geometry.

Properties
total charge	0
largest force on an atom	2.73	eV/Å
ΔE to the lowest compared entry with this formula, charge and spin	24.9	kcal per mole
total energy	-1079.12716	Ha
SMILES	[H]/N=C(\N)NC(=S)CS

Last column: Mulliken charge in e.
Element x y z (Å)
H  -3.785  -0.286  0.155  0.220
N  -2.983  -0.854  0.047  -0.683
C  -1.906  -0.121  0.050  0.422
N  -1.787  1.282  -0.088  -0.399
N  -0.737  -0.816  -0.120  -0.182
C  0.605  -0.681  0.257  0.092
S  1.523  -1.940  -0.208  -0.310
C  1.112  0.623  0.915  -0.439
S  1.223  1.845  -0.343  -0.229
H  -1.354  1.633  -0.900  0.203
H  -2.598  1.841  0.119  0.218
H  -0.978  -1.761  -0.124  0.274
H  0.440  0.872  1.717  0.321
H  2.071  0.306  1.320  0.367
H  1.943  2.709  0.335  0.126


The highest total charge belongs to which entry?
C26H34N2NiO2Sb